1.
Here is the molecule C3H6N10 at a distorted geometry from OMol25. Energies are from the ωB97M-V functional and the def2-TZVPD basis.

Calculated values
**Energy relative to the best compared isomer or geometry (same formula, charge and spin)**: 6.5 kcal/mol
**E**: -18105.9349 eV
**HOMO-LUMO gap**: 8.415 eV
**SMILES string**: Nc1nnc(Nc2nnn[nH]2)n1N
**Multiplicity**: 1
**Highest occupied orbital energy**: -8.31 eV

Cartesian coordinates (Å):
N1 2.2815 0.8967 -0.4041
C1 1.0380 1.1001 0.0293
N2 0.3605 2.2049 0.1635
N3 -0.9002 1.9484 0.4610
C2 -1.0494 0.6396 0.3761
N4 -2.1891 -0.1934 0.5563
C3 -3.4598 0.0245 0.1754
N5 -4.3647 -0.9562 0.4244
N6 -5.5156 -0.4291 0.0872
N7 -5.3852 0.7097 -0.4700
N8 -4.0871 1.0474 -0.4104
N9 0.1448 0.0121 0.2653
N10 0.3186 -1.3971 0.1141
H1 2.3097 0.0806 -0.8874
H2 2.7376 1.7403 -0.8090
H3 -1.8983 -1.1472 0.6531
H4 -3.9096 2.0632 -0.5513
H5 1.3116 -1.5842 -0.0195
H6 0.0696 -1.7410 1.0452

Force components x, y, z for each atom (eV/Å):
1.85 3.04 1.17
-3.43 -0.45 0.89
3.06 0.57 -0.47
-2.92 -2.00 -0.25
-1.52 0.03 1.02
2.72 1.61 -0.07
-1.14 -1.57 0.49
1.86 1.38 0.37
-1.28 -0.08 -1.46
-1.56 0.39 0.49
0.66 0.98 0.14
1.62 1.37 -1.16
-0.37 0.70 0.57
0.93 -2.41 -2.15
-0.56 -1.30 0.41
-0.70 -0.41 -0.03
0.49 -1.51 0.16
-0.23 0.06 0.11
0.51 -0.41 -0.24

Atomic partial charges in e from the Mulliken method, atoms 1 to 5: -0.457 0.506 -0.563 -0.420 0.478

2.
Here is a structure of composition C29H36N10NaO6 from OMol25. Energies are from the ωB97M-V functional and the def2-TZVPD basis.

Calculated values
**Energy relative to the best compared isomer or geometry (same formula, charge and spin)**: 10.6 kcal/mol
**E**: -62256.5583 eV
**HOMO-LUMO gap**: 8.985 eV
**Multiplicity**: 1
**Highest occupied orbital energy**: -10.99 eV
**Net charge**: +1

Cartesian coordinates (Å):
Na1 0.5821 -0.4603 -1.7395
C1 -1.2739 -3.2457 -2.5776
C2 -0.0688 -4.0729 -2.1909
O1 1.0393 -3.2263 -1.8840
C3 2.1393 -3.3664 -2.7787
C4 2.9000 -2.0619 -2.8049
O2 2.1027 -0.9847 -3.2645
C5 1.8220 -0.9492 -4.6528
C6 1.0463 0.3270 -4.8937
O3 -0.1999 0.3421 -4.2037
C7 -1.2466 -0.3797 -4.8519
C8 -1.8577 -1.3723 -3.8977
O4 -0.8737 -2.3371 -3.5862
H1 -1.6591 -2.6902 -1.7162
H2 -2.0711 -3.9108 -2.9371
H3 0.2012 -4.7558 -2.9992
H4 -0.3135 -4.6812 -1.3155
H5 1.7724 -3.6189 -3.7769
H6 2.8054 -4.1743 -2.4516
H7 3.8082 -2.1510 -3.4140
H8 3.1941 -1.7863 -1.7907
H9 1.2427 -1.8249 -4.9563
H10 2.7587 -0.9259 -5.2250
H11 0.8913 0.4789 -5.9668
H12 1.6143 1.1749 -4.5059
H13 -0.8580 -0.9010 -5.7310
H14 -2.0082 0.3302 -5.1904
H15 -2.7417 -1.8356 -4.3556
H16 -2.1863 -0.8651 -2.9790
C9 -3.9105 -2.1664 2.1790
N1 -2.6691 -2.0665 1.4267
C10 -2.2162 -1.1246 0.5961
N2 -1.0056 -1.4349 0.1639
C11 -0.7576 -2.6111 0.7968
N3 -1.7325 -3.0324 1.5654
C12 -3.9603 -1.2822 3.4016
C13 -5.1386 -1.2156 4.1415
C14 -5.1908 -0.4846 5.3171
C15 -4.0742 0.2120 5.7606
C16 -2.9128 0.1716 5.0054
C17 -2.8513 -0.5841 3.8378
C18 -1.7233 0.9318 5.3969
N4 -1.2520 1.2284 6.5509
N5 -0.0619 1.9396 6.3123
C19 0.0675 1.9877 5.0398
O5 -0.9470 1.3788 4.3744
C20 1.1315 2.5343 4.1937
C21 2.4614 2.4728 4.5936
C22 3.4531 2.8711 3.7131
C23 3.1207 3.3140 2.4396
C24 1.7900 3.4093 2.0492
C25 1.4416 3.9661 0.6981
N6 0.5695 3.0981 -0.0974
C26 0.0153 1.9173 0.1505
N7 -0.7014 1.5089 -0.8907
C27 -0.5164 2.5136 -1.7823
N8 0.2262 3.5046 -1.3437
C28 0.7978 3.0323 2.9419
H17 -3.9628 -3.2156 2.4739
H18 -4.7513 -1.9676 1.5118
H19 -2.7804 -0.2498 0.3218
H20 0.1534 -3.1707 0.6742
H21 -6.0192 -1.7481 3.8047
H22 -6.1083 -0.4497 5.8868
H23 -4.1031 0.7912 6.6718
H24 -1.9254 -0.6231 3.2808
H25 2.7079 2.0939 5.5752
H26 4.4905 2.8155 4.0104
H27 3.9035 3.6006 1.7495
H28 2.3481 4.1289 0.1144
H29 0.9251 4.9246 0.7870
H30 0.1548 1.3810 1.0718
H31 -0.9379 2.5164 -2.7726
H32 -0.2460 3.1057 2.6635
N9 3.1706 2.5584 -2.3427
C29 3.3847 1.4703 -1.5456
N10 4.6832 1.1636 -1.2780
O6 2.4585 0.7934 -1.1082
H33 3.9172 3.2131 -2.5069
H34 2.2312 2.9370 -2.3304
H35 5.4402 1.5792 -1.7904
H36 4.8512 0.2866 -0.8175

Force components x, y, z for each atom (eV/Å):
-0.41 -0.07 0.28
-0.12 0.00 -0.06
0.09 0.00 0.08
0.02 -0.04 -0.07
-0.07 -0.05 0.08
0.02 0.03 -0.10
0.23 -0.03 -0.16
0.09 0.04 0.03
-0.10 0.08 -0.07
0.09 -0.10 0.04
0.01 0.11 -0.01
-0.05 -0.04 0.05
-0.01 -0.01 -0.03
0.06 -0.07 -0.09
0.04 0.02 -0.01
-0.03 0.02 -0.03
0.01 0.03 -0.02
0.02 0.03 -0.02
-0.03 0.04 0.01
-0.06 -0.09 0.00
0.02 -0.02 0.02
-0.04 0.00 -0.02
-0.04 0.00 0.00
0.02 -0.01 0.02
0.02 -0.04 -0.01
-0.03 -0.05 0.03
0.01 -0.04 0.03
0.05 -0.01 -0.02
0.01 0.05 -0.03
0.00 -0.11 -0.11
0.07 -0.25 0.03
0.00 0.14 -0.14
0.15 0.09 0.05
0.01 -0.05 0.07
-0.04 0.04 0.08
-0.02 -0.04 0.06
0.03 0.01 0.04
0.05 0.02 -0.02
-0.05 -0.05 -0.03
0.06 0.07 0.12
-0.05 0.02 -0.05
-0.23 -0.21 -0.26
0.26 0.27 0.02
-0.27 -0.23 0.15
0.19 0.14 -0.34
0.03 0.01 0.27
0.01 -0.04 0.13
0.03 0.02 -0.02
-0.04 0.00 -0.02
-0.04 0.00 0.05
0.06 0.03 0.01
-0.07 0.03 -0.09
-0.04 0.25 -0.12
-0.19 -0.23 0.00
0.24 0.08 -0.01
-0.17 0.10 0.07
0.28 -0.03 -0.03
0.00 -0.01 -0.02
-0.07 0.07 -0.01
0.05 0.06 0.01
-0.02 0.09 -0.01
0.08 0.00 -0.01
-0.03 -0.04 -0.02
-0.03 0.00 0.02
0.00 0.03 0.03
0.03 0.00 0.01
-0.01 -0.01 0.03
0.03 0.01 0.01
0.03 0.01 -0.03
-0.03 0.01 0.02
0.05 -0.03 0.01
0.00 -0.08 0.02
-0.04 -0.01 -0.04
-0.01 0.02 0.01
-0.01 0.05 0.09
-0.06 -0.03 -0.19
0.00 -0.01 0.00
-0.09 0.02 0.23
-0.04 0.00 0.00
0.06 -0.02 -0.02
0.01 0.00 0.01
0.02 0.03 0.01

Atomic partial charges in e from the Mulliken method, atoms 1 to 5: 0.641 0.033 -1.067 -0.117 -0.487

3.
Here is a cluster of 2 separate species, C8H6O4Si in total at a distorted geometry from OMol25. Energies are from the ωB97M-V functional and the def2-TZVPD basis.

Calculated values
**Energy relative to the best compared isomer or geometry (same formula, charge and spin)**: 0.0 kcal/mol
**E**: -24459.3565 eV
**HOMO-LUMO gap**: 5.824 eV
**Multiplicity**: 1
**Highest occupied orbital energy**: -0.37 eV
**Net charge**: -2

Cartesian coordinates (Å):
C1 2.8291 -0.3781 -0.0656
C2 1.7531 -1.1665 -0.6113
C3 2.4800 0.7801 0.5942
C4 0.4449 -0.7345 -0.5150
C5 1.1467 1.2304 0.6311
C6 0.1089 0.4660 0.0848
C7 -2.9662 -2.6312 0.2534
C8 -1.5922 2.8759 -0.4892
O1 -3.7672 -2.8659 1.2294
O2 -2.0434 3.3656 -1.5069
O3 -3.1184 -2.6697 -0.9806
O4 -1.2034 3.4114 0.5734
Si1 -1.7438 0.9943 0.1533
H1 3.9071 -0.6026 -0.1928
H2 1.8072 -2.2504 -0.9121
H3 3.3596 1.4980 0.8917
H4 -0.4274 -1.4402 -0.7086
H5 0.8868 2.2519 0.9787
H6 -1.8614 -2.1345 0.5921

Force components x, y, z for each atom (eV/Å):
-0.70 -1.18 -0.81
0.77 -1.06 0.57
1.21 2.23 -0.16
-1.21 -1.49 0.48
0.23 0.64 -0.06
0.01 1.35 0.22
0.35 1.34 1.90
-0.53 -2.04 0.17
1.57 0.02 -1.94
-0.16 0.96 -1.36
-0.04 -0.44 0.43
0.53 0.15 1.09
0.24 1.03 0.23
-0.88 -0.26 0.11
0.75 1.32 -0.06
-1.85 -1.37 -0.22
1.37 0.80 -0.32
0.32 -0.81 0.06
-1.96 -1.20 -0.32

Atomic partial charges in e from the Mulliken method, atoms 1 to 5: -0.340 -0.543 -0.350 -0.218 -0.212

4.
Here is a cluster of 2 separate species, C3H3OP in total at a distorted geometry from OMol25. Energies are from the ωB97M-V functional and the def2-TZVPD basis.

Calculated values
**Energy relative to the best compared isomer or geometry (same formula, charge and spin)**: 63.6 kcal/mol
**E**: -14492.2631 eV
**HOMO-LUMO gap**: 9.731 eV
**SMILES string**: C=C=O.C#P
**Multiplicity**: 1
**Highest occupied orbital energy**: -9.37 eV

Cartesian coordinates (Å):
C1 2.0349 -1.1205 0.7781
C2 1.1524 -1.0228 -0.1845
O1 0.4419 -0.9082 -1.0725
H1 2.7948 -0.2921 0.8730
H2 2.2409 -1.7954 1.6077
C3 -2.8818 1.9436 -0.6172
P1 -2.3171 0.4987 -0.2925
H3 -3.4660 2.6968 -1.0921

Force components x, y, z for each atom (eV/Å):
1.75 1.41 0.85
1.51 -0.55 1.68
-1.08 0.12 -1.22
-1.12 -0.65 -0.65
-0.99 -0.38 -0.69
0.83 -3.71 0.24
-0.98 3.10 -0.36
0.07 0.65 0.16

Atomic partial charges in e from the Mulliken method, atoms 1 to 5: -0.937 0.784 -0.313 0.188 0.266

5.
Here is a cluster of 2 separate species, C16H20F3NO5S2Si in total at a distorted geometry from OMol25. Energies are from the ωB97M-V functional and the def2-TZVPD basis.

Calculated values
**Energy relative to the best compared isomer or geometry (same formula, charge and spin)**: 26.7 kcal/mol
**E**: -66344.3403 eV
**HOMO-LUMO gap**: 6.576 eV
**Multiplicity**: 1
**Highest occupied orbital energy**: -7.53 eV

Cartesian coordinates (Å):
C1 -1.6816 -2.2389 1.5319
C2 -1.9322 -0.8239 1.0245
C3 -0.8296 0.1210 1.4190
O1 0.3918 -0.2265 1.6182
Si1 1.6816 0.8650 2.1440
C4 3.0025 -0.4223 2.3047
C5 1.9376 2.0794 0.7728
C6 1.2094 1.6381 3.7597
O2 -1.2181 1.3229 1.7109
C7 -2.7294 1.3507 1.6654
C8 -3.1386 -0.0961 1.5977
H1 -2.6430 -2.7660 1.6043
H2 -1.0225 -2.7553 0.8255
H3 -1.2349 -2.2123 2.5321
H4 3.9300 0.0281 2.6854
H5 2.6986 -1.2242 2.9917
H6 3.2186 -0.8766 1.3287
H7 2.8128 2.7024 1.0117
H8 2.1324 1.5774 -0.1827
H9 1.0719 2.7403 0.6397
H10 2.1260 1.9628 4.2733
H11 0.5794 2.5248 3.6194
H12 0.6790 0.9456 4.4258
H13 -3.0464 1.8762 2.5668
H14 -3.0012 1.9088 0.7654
H15 -3.9984 -0.2369 0.9329
H16 -3.3942 -0.4644 2.5937
F1 -0.7191 1.4214 -1.0346
C9 -0.7331 0.1092 -1.4531
F2 -0.8509 0.1475 -2.7978
F3 0.4667 -0.4549 -1.1344
S1 -2.1611 -0.7609 -0.7537
N1 -1.5376 -2.3943 -2.8119
C10 -2.0764 -2.2573 -4.0682
O3 -2.8009 -1.3376 -4.4571
C11 -1.6047 -3.4299 -4.8651
C12 -0.9891 -4.3779 -4.0753
C13 -0.5102 -5.5843 -4.5724
C14 -0.6649 -5.8217 -5.9480
C15 -1.2818 -4.8582 -6.7654
C16 -1.7590 -3.6600 -6.2296
S2 -0.9291 -3.8237 -2.3816
O4 0.4432 -3.7354 -1.9502
O5 -1.8345 -4.5892 -1.5633
H17 -0.0316 -6.2938 -3.9013
H18 -0.3009 -6.7523 -6.3834
H19 -1.3904 -5.0540 -7.8313
H20 -2.2438 -2.8954 -6.8290

Force components x, y, z for each atom (eV/Å):
-0.13 -0.14 -0.15
1.29 0.89 1.01
0.77 -0.39 0.97
-1.90 0.73 -0.47
0.52 -0.33 -0.18
0.23 0.06 0.03
0.04 0.14 -0.08
-0.20 0.19 0.17
-0.70 -0.53 0.05
0.48 0.62 -0.44
-0.67 -0.30 0.45
0.34 0.03 -0.21
-0.16 -0.09 0.30
-0.04 -0.04 -0.13
-0.17 -0.16 -0.07
0.07 0.22 -0.13
-0.06 0.10 0.20
-0.21 -0.10 -0.06
-0.04 0.05 0.21
0.19 -0.11 0.05
-0.19 -0.10 -0.10
0.11 -0.18 0.02
0.16 0.08 -0.12
0.15 -0.05 -0.18
0.22 -0.03 0.18
0.06 0.06 0.32
0.06 -0.13 -0.02
0.45 -0.72 -0.02
0.45 -0.20 -1.31
0.18 0.20 1.77
-0.95 0.80 -0.21
-0.36 -0.26 -1.53
-0.60 0.67 0.76
0.43 -0.06 1.28
0.81 -0.84 0.15
-0.30 -0.51 -1.04
0.48 -1.38 0.01
-0.24 0.33 -0.51
-0.06 0.31 0.23
0.12 -0.15 0.19
0.11 -0.12 0.30
-0.73 1.31 -2.61
0.08 0.07 0.46
0.00 -0.10 0.44
-0.08 0.04 -0.22
-0.10 0.24 0.08
0.03 0.03 0.22
0.04 -0.17 -0.04

Atomic partial charges in e from the Mulliken method, atoms 1 to 5: -1.634 2.196 -0.398 -0.311 0.240

6.
Here is the ion C13H17N2 with charge +1 at a distorted geometry from OMol25. Energies are from the ωB97M-V functional and the def2-TZVPD basis.

Calculated values
**Energy relative to the best compared isomer or geometry (same formula, charge and spin)**: 136.0 kcal/mol
**E**: -16726.3573 eV
**HOMO-LUMO gap**: 8.252 eV
**SMILES string**: C=C/C=C\C=[N+](\CC)Nc1ccccc1
**Multiplicity**: 1
**Highest occupied orbital energy**: -12.24 eV
**Net charge**: +1

Cartesian coordinates (Å):
C1 1.0854 -1.2861 -1.7925
C2 0.7349 -2.4527 -1.0620
C3 1.3778 -2.6546 0.1675
C4 1.8626 -1.6504 0.9964
C5 1.8455 -0.2694 1.0256
N1 1.2923 0.6092 0.1328
C6 1.8455 2.0041 0.0386
C7 0.6729 3.0141 0.1049
N2 0.3614 0.3254 -0.7642
C8 -0.9823 0.0780 -0.2363
C9 -2.0904 0.2656 -1.0896
C10 -3.2838 0.0566 -0.4855
C11 -3.3930 -0.1775 0.8803
C12 -2.2639 -0.3457 1.6113
C13 -1.0173 -0.2867 1.0828
H1 0.5614 -1.1314 -2.7087
H2 2.0978 -1.0651 -1.8911
H3 0.0552 -3.1812 -1.4603
H4 1.4130 -3.6624 0.5326
H5 2.3151 -2.0374 1.8136
H6 2.5128 0.1414 1.7223
H7 2.4861 2.1131 1.0200
H8 2.2332 2.0749 -0.9524
H9 0.5304 3.1706 1.1056
H10 0.8675 3.9795 -0.3811
H11 -0.2857 2.5497 -0.3460
H12 0.2982 0.9900 -1.5372
H13 -1.9799 0.4463 -2.1454
H14 -4.1888 0.0549 -0.9465
H15 -4.3965 -0.3501 1.2438
H16 -2.3650 -0.7127 2.6465
H17 -0.2024 -0.6096 1.6740

Force components x, y, z for each atom (eV/Å):
-2.44 -1.67 0.21
1.49 1.09 0.75
-1.57 0.22 -1.64
-0.72 0.78 -1.52
-0.63 -0.83 -3.16
2.27 1.60 2.14
-1.30 0.00 2.19
-0.53 -1.20 -2.40
-1.04 -1.89 -1.53
1.42 0.29 -1.10
1.73 -0.59 0.86
0.35 0.11 1.74
-0.60 -0.14 -1.06
-1.07 -1.34 2.90
-0.93 0.16 -0.90
-0.41 0.07 -0.62
1.62 1.08 0.63
-0.22 -0.14 -0.12
-0.04 -0.31 0.40
1.61 -0.96 2.60
0.40 1.01 0.88
-0.58 -0.01 -2.70
1.53 0.06 -0.34
-0.98 0.68 2.50
0.14 -0.46 0.03
1.48 1.06 0.74
0.44 0.15 0.42
0.05 0.18 -0.17
-2.22 0.27 -1.98
0.17 0.10 0.44
0.04 0.46 -0.45
0.53 0.16 0.23

Atomic partial charges in e from the Mulliken method, atoms 1 to 5: -0.705 -0.348 -0.298 -0.709 0.118